(1)
Computed, not measured: 12 unconnected molecules or ions with the total composition C47H72O34 in a non-equilibrium geometry, with ωB97M-V with the def2-TZVPD basis set.

Geometry as XYZ:
```
153
Properties=species:S:1:pos:R:3
C 12.656 16.229 12.750
C 11.911 15.077 12.148
O 11.253 15.158 11.130
C 11.971 13.764 12.928
H 12.727 17.115 12.059
H 13.697 15.935 12.814
H 12.230 16.428 13.719
H 12.884 13.271 12.622
H 11.184 13.163 12.579
H 11.910 14.088 13.984
C 7.782 13.308 17.566
C 8.459 14.563 17.049
C 9.791 14.301 16.338
O 9.559 14.814 15.008
C 8.270 15.088 14.877
O 7.813 15.292 13.794
O 7.635 15.058 16.015
H 8.418 12.775 18.317
H 7.629 12.579 16.763
H 6.756 13.445 17.984
H 8.594 15.325 17.770
H 10.030 13.252 16.284
H 10.694 14.903 16.683
C 10.615 17.444 7.463
C 11.943 16.890 7.860
C 12.260 15.421 7.426
O 13.327 15.616 6.382
C 13.731 16.909 6.418
O 14.619 17.350 5.699
O 13.090 17.662 7.285
H 10.604 17.540 6.355
H 10.493 18.439 7.894
H 9.863 16.696 7.766
H 12.104 16.905 8.938
H 11.437 14.883 6.947
H 12.614 14.764 8.174
C 14.948 18.763 14.213
C 14.828 18.548 15.733
C 13.993 19.633 16.439
O 12.700 18.991 16.689
C 12.838 17.670 16.373
O 11.950 16.875 16.421
O 14.107 17.300 16.035
H 13.907 18.918 13.869
H 15.414 17.931 13.812
H 15.622 19.575 13.872
H 15.803 18.496 16.207
H 13.788 20.516 15.765
H 14.422 20.003 17.323
C 16.119 13.177 19.215
C 15.060 12.678 18.276
C 14.294 13.829 17.582
O 14.163 13.466 16.156
C 14.990 12.414 15.978
O 15.195 11.822 14.958
O 15.732 12.100 17.119
H 16.687 13.875 18.663
H 16.755 12.346 19.652
H 15.597 13.728 20.070
H 14.460 11.874 18.700
H 14.855 14.811 17.619
H 13.297 14.017 17.980
C 15.396 9.809 11.024
C 14.080 10.323 10.546
C 13.565 9.689 9.266
O 12.312 9.074 9.577
C 12.069 9.217 10.890
O 11.088 8.860 11.436
O 13.052 9.869 11.495
H 16.134 9.769 10.221
H 15.185 8.781 11.298
H 15.801 10.331 11.892
H 14.058 11.420 10.557
H 14.253 8.884 8.976
H 13.341 10.357 8.413
C 12.752 8.415 15.612
C 13.037 9.849 15.528
C 12.048 10.749 14.786
O 11.250 11.331 15.879
C 11.985 11.325 16.990
O 11.825 11.990 17.978
O 13.003 10.458 16.909
H 11.852 8.197 16.204
H 13.697 7.873 15.910
H 12.507 8.014 14.571
H 14.107 9.977 15.254
H 11.332 10.206 14.237
H 12.355 11.625 14.115
C 9.839 18.199 13.946
C 9.447 17.416 12.686
C 8.028 17.572 12.257
O 8.055 18.636 11.357
C 9.350 18.834 10.905
O 9.679 19.516 10.017
O 10.184 17.990 11.574
H 9.508 17.584 14.742
H 9.348 19.126 14.049
H 10.883 18.410 14.109
H 9.692 16.363 12.751
H 7.452 17.949 13.114
H 7.648 16.697 11.719
C 8.387 12.393 12.300
C 8.844 12.065 10.872
C 8.645 13.180 9.830
O 9.830 13.199 9.094
C 10.776 12.538 9.804
O 11.937 12.546 9.424
O 10.281 11.979 10.896
H 7.326 12.461 12.439
H 8.696 13.428 12.431
H 8.824 11.783 13.126
H 8.481 11.077 10.474
H 8.428 14.120 10.353
H 7.799 12.824 9.270
C 16.591 15.668 12.992
C 16.768 14.163 12.967
C 15.805 13.345 12.092
O 16.618 13.251 10.949
C 17.937 13.513 11.190
O 18.794 13.528 10.386
O 18.122 13.802 12.520
H 16.668 16.143 12.030
H 17.354 16.151 13.614
H 15.621 15.825 13.397
H 16.783 13.753 14.005
H 14.892 13.902 11.866
H 15.576 12.333 12.456
C 13.072 20.186 9.885
C 14.345 19.419 9.812
C 15.376 19.925 8.850
O 16.611 19.613 9.462
C 16.392 19.189 10.773
O 17.196 18.705 11.497
O 15.084 19.346 11.057
H 13.207 21.285 9.795
H 12.611 19.964 10.869
H 12.359 19.731 9.184
H 14.111 18.352 9.575
H 15.285 20.968 8.804
H 15.373 19.437 7.854
C 18.307 16.684 8.573
C 16.839 16.400 8.192
C 16.616 14.972 7.898
O 15.458 14.551 8.673
C 15.235 15.500 9.597
O 14.425 15.413 10.477
O 15.993 16.565 9.360
H 18.920 16.628 7.674
H 18.698 16.063 9.314
H 18.394 17.677 8.986
H 16.497 17.111 7.439
H 17.453 14.393 8.287
H 16.361 14.669 6.875
```

Energy (eV): -119524.8047
HOMO (eV): -9.46
HOMO-LUMO gap (eV): 9.742
Max |F| (eV Å⁻¹): 3.301

(2)
Computed, not measured: a single C5H9NO molecule, with ωB97M-V with the def2-TZVPD basis set.

Geometry as XYZ:
```
16
Properties=species:S:1:pos:R:3
C 0.230 -0.104 1.833
C 0.562 -0.958 0.633
N -0.530 -1.726 0.030
C 0.087 -0.645 -0.736
C -0.774 0.563 -1.018
C 0.046 1.811 -1.233
O 1.214 1.805 -1.543
H -0.830 0.166 1.835
H 0.433 -0.646 2.763
H 0.830 0.814 1.838
H 1.538 -1.442 0.680
H -0.208 -2.633 -0.295
H 0.762 -0.916 -1.546
H -1.497 0.730 -0.212
H -1.374 0.406 -1.929
H -0.491 2.775 -1.100
```

Energy relative to the best compared isomer or geometry (same formula, charge and spin) (eV): 1.978
Energy (eV): -8867.2351
HOMO (eV): -9.67
HOMO-LUMO gap (eV): 10.732
Max |F| (eV Å⁻¹): 0.449